{
  "formula": "C29H26BCl2MnN11O2",
  "method": "ωB97M-V with the def2-TZVPD basis set",
  "species": ["Mn", "C", "C", "N", "N", "C", "B", "N", "C", "C", "C", "N", "N", "C", "C", "C", "N", "N", "C", "C", "C", "N", "H", "H", "H", "H", "H", "H", "H", "H", "H", "H", "H", "H", "C", "O", "C", "C", "C", "C", "C", "C", "N", "N", "C", "C", "C", "C", "O", "C", "N", "C", "C", "C", "C", "H", "H", "H", "H", "H", "H", "H", "H", "H", "H", "H", "H", "Cl", "C", "Cl", "H", "H"],
  "coordinates": [[0.093558, 0.082768, -0.285523], [0.078359, 4.192283, 0.825241], [-0.442620, 3.130447, 0.106549], [0.157253, 1.987400, 0.450939], [1.072498, 2.303979, 1.410683], [1.039090, 3.623033, 1.640300], [1.910452, 1.157673, 2.044695], [2.775722, 0.547543, 0.902943], [4.088499, 0.266542, 0.852347], [4.378097, -0.259986, -0.390661], [3.156590, -0.269160, -1.059442], [2.203911, 0.235744, -0.281512], [0.864514, 0.098949, 2.531812], [0.553167, -0.331035, 3.763564], [-0.484065, -1.240573, 3.668607], [-0.769459, -1.309926, 2.309820], [0.040886, -0.491955, 1.640822], [2.792788, 1.538338, 3.205551], [3.521132, 0.668141, 3.959188], [4.208582, 1.392713, 4.895355], [3.836490, 2.726114, 4.638215], [2.992909, 2.809333, 3.628674], [-0.205543, 5.227540, 0.772645], [-1.235497, 3.143371, -0.618185], [1.695582, 4.043975, 2.380977], [4.731726, 0.471650, 1.690617], [5.335772, -0.585237, -0.755164], [2.920543, -0.594088, -2.061048], [1.086125, 0.033721, 4.624681], [-0.960379, -1.774063, 4.471115], [-1.496422, -1.902165, 1.777773], [3.495658, -0.393816, 3.772519], [4.876548, 1.020628, 5.651738], [4.149938, 3.622885, 5.147632], [4.118520, 4.079425, -5.941379], [4.145227, 2.796991, -5.332129], [3.303797, 1.854353, -5.808562], [3.363647, 0.611996, -5.166075], [2.533752, -0.414544, -5.555016], [1.632613, -0.222020, -6.606336], [1.631270, 0.981883, -7.289697], [2.440222, 2.035829, -6.883765], [0.769988, -1.240767, -7.132833], [0.181438, -2.059534, -6.416451], [0.143091, -1.917167, -4.990461], [0.445392, -3.018697, -4.233273], [0.479123, -2.969959, -2.824511], [0.177705, -1.793640, -2.187202], [0.172540, -1.641628, -0.856447], [-0.215727, -0.670099, -2.955625], [-0.581395, 0.435152, -2.229121], [-1.123621, 1.449311, -2.871122], [-1.316959, 1.448115, -4.258933], [-0.899578, 0.374566, -4.999160], [-0.298375, -0.725777, -4.353580], [4.812237, 4.694212, -5.376640], [3.119328, 4.518245, -5.891942], [4.445088, 4.026464, -6.982083], [4.089524, 0.478549, -4.374638], [2.605997, -1.375815, -5.063472], [0.979708, 1.093470, -8.147320], [2.408609, 2.968778, -7.426092], [0.699668, -3.936819, -4.746913], [0.732340, -3.847589, -2.246499], [-1.450059, 2.294402, -2.286535], [-1.797401, 2.296471, -4.723654], [-1.065322, 0.346970, -6.067654], [-3.141822, -1.719816, -0.739379], [-4.025017, -0.357769, -0.053936], [-2.932597, 0.990595, 0.349129], [-4.509591, -0.670897, 0.862645], [-4.740365, 0.000993, -0.783508]],
  "atomic_forces_ev_per_a": [[0.0, 0.5, 0.1], [0.0, 0.0, 0.0], [0.0, 0.0, 0.0], [0.0, 0.0, 0.0], [0.0, 0.0, 0.0], [0.0, 0.0, 0.0], [0.0, 0.0, 0.0], [0.0, 0.1, 0.0], [0.0, 0.0, 0.0], [0.0, 0.0, 0.0], [0.0, 0.1, 0.0], [0.0, -0.2, 0.0], [0.0, 0.0, 0.0], [0.0, 0.0, 0.0], [0.0, 0.0, 0.0], [0.0, 0.0, 0.0], [0.1, -0.2, 0.0], [0.0, 0.0, 0.0], [0.0, 0.0, 0.0], [0.0, 0.0, 0.0], [0.0, 0.0, 0.0], [0.0, 0.0, 0.0], [0.0, 0.0, 0.0], [0.0, 0.0, 0.0], [0.0, 0.0, 0.0], [0.0, 0.0, 0.0], [0.0, 0.0, 0.0], [0.0, 0.0, 0.0], [0.0, 0.0, 0.0], [0.0, 0.0, 0.0], [0.0, 0.0, 0.0], [0.0, 0.0, 0.0], [0.0, 0.0, 0.0], [0.0, 0.0, 0.0], [0.0, 0.0, 0.0], [0.0, 0.0, 0.0], [0.1, 0.0, 0.0], [0.0, 0.0, 0.0], [0.0, 0.0, 0.0], [-0.1, 0.0, 0.0], [0.0, 0.0, 0.0], [0.0, 0.0, 0.0], [0.3, -0.1, -0.1], [-0.4, 0.2, 0.1], [0.1, -0.3, 0.0], [0.1, 0.1, 0.0], [0.0, 0.1, -0.1], [0.0, 0.0, 0.0], [-0.1, -0.1, 0.1], [-0.1, -0.2, 0.0], [0.1, -0.1, 0.0], [0.0, 0.0, -0.1], [0.0, 0.0, 0.0], [0.0, 0.0, 0.0], [-0.1, 0.0, 0.0], [0.0, 0.0, 0.0], [0.0, 0.0, 0.0], [0.0, 0.0, 0.0], [0.0, 0.0, 0.0], [0.0, 0.0, 0.0], [0.0, 0.0, 0.0], [0.0, 0.0, 0.0], [0.0, 0.0, 0.0], [0.0, 0.0, 0.0], [0.0, 0.0, 0.0], [0.0, 0.0, 0.0], [0.1, 0.0, 0.0], [0.0, 0.0, 0.0], [0.0, 0.0, 0.0], [0.0, 0.0, 0.0], [0.0, 0.0, 0.0], [0.0, 0.0, 0.0]],
  "charge": 1,
  "e_above_lowest_kj_mol": 29.14,
  "orbital_gap_ev": [6.42, 6.73],
  "e_homo_ev": [-10.264, -10.303],
  "e_lumo_ev": [-3.8, -3.6],
  "multiplicity": 5,
  "fmax_ha_per_bohr": 0.009
}



{
  "formula": "C31H53F3N5O12PS5",
  "method": "ωB97M-V with the def2-TZVPD basis set",
  "species": ["C", "C", "O", "C", "C", "C", "C", "C", "F", "F", "F", "C", "P", "N", "O", "C", "S", "C", "C", "C", "O", "N", "C", "C", "N", "N", "N", "C", "O", "H", "H", "H", "H", "H", "H", "H", "H", "H", "H", "H", "H", "H", "H", "H", "H", "H", "H", "H", "H", "H", "C", "C", "C", "S", "O", "O", "C", "H", "H", "H", "H", "H", "H", "H", "H", "C", "C", "C", "S", "O", "O", "C", "H", "H", "H", "H", "H", "H", "H", "H", "C", "C", "C", "S", "O", "O", "C", "H", "H", "H", "H", "H", "H", "H", "H", "C", "C", "C", "S", "O", "O", "C", "H", "H", "H", "H", "H", "H", "H", "H"],
  "coordinates": [[-3.790167, -0.568045, 4.463587], [-2.949699, 0.704849, 4.516888], [-3.438492, 1.781137, 3.713301], [-3.633141, 1.481879, 2.394246], [-2.611215, 1.257947, 1.474632], [-1.171670, 1.345101, 1.959015], [-0.845226, 2.708305, 2.634034], [-0.073319, 3.621561, 1.712873], [-0.836477, 4.072732, 0.722618], [1.032060, 3.053589, 1.216098], [0.352122, 4.705875, 2.401811], [-2.890951, 0.965468, 0.154360], [-1.613514, 0.572866, -1.140049], [-0.828180, 2.075493, -1.555036], [-0.437359, -0.428178, -0.435820], [-4.204378, 0.937193, -0.300200], [-4.634999, 0.619370, -2.003110], [-5.183927, 1.187255, 0.602352], [-4.906934, 1.442290, 1.931424], [-6.239865, 1.637701, 2.638763], [-6.507922, 2.245387, 3.652366], [-7.131029, 0.978521, 1.771584], [-8.545976, 0.942273, 2.083953], [-9.101469, -0.463360, 1.844535], [-8.373178, -1.440527, 2.629200], [-10.543651, -0.490879, 2.164258], [-8.918520, -0.852508, 0.423643], [-6.704996, 1.238499, 0.455268], [-7.367396, 1.446706, -0.531493], [-4.004375, -0.928273, 3.458309], [-3.198020, -1.350387, 4.949633], [-4.682537, -0.464359, 5.078875], [-2.985421, 1.069438, 5.543657], [-1.897118, 0.476549, 4.341231], [-0.904092, 0.507327, 2.599683], [-0.528243, 1.280914, 1.082347], [-1.752723, 3.244876, 2.898841], [-0.249269, 2.525281, 3.527083], [-1.408667, 2.421205, -2.321692], [0.034020, 1.790887, -2.018547], [-0.809389, -0.730146, 0.402407], [-5.006827, 1.849028, -2.416847], [-9.097553, 1.707840, 1.528533], [-8.681440, 1.155733, 3.143320], [-7.667463, -1.878608, 2.055796], [-8.991869, -2.120685, 3.045926], [-10.906043, -1.276722, 1.634792], [-10.957415, 0.322139, 1.716501], [-8.992669, -1.857478, 0.338170], [-9.613982, -0.412816, -0.165267], [-3.353084, 1.436759, -8.023924], [-4.210772, 2.655968, -7.661336], [-4.422154, 2.632646, -6.142529], [-2.993832, 1.789387, -5.450591], [-3.429948, 0.558512, -4.848827], [-2.181684, 2.735883, -4.723530], [-2.209642, 1.417317, -7.014593], [-2.981398, 1.493042, -9.046058], [-3.948084, 0.525531, -7.930685], [-3.683464, 3.568926, -7.945792], [-5.163354, 2.651102, -8.189370], [-4.480870, 3.634176, -5.723190], [-5.308842, 2.063529, -5.868466], [-1.704339, 0.456560, -6.949363], [-1.488155, 2.208122, -7.219612], [3.274481, 0.499060, -0.018063], [4.797941, 0.633774, 0.039402], [5.395032, -0.625716, -0.594171], [4.178114, -1.213017, -1.788173], [3.681200, -2.492963, -1.346058], [4.686585, -1.022462, -3.125665], [2.949033, 0.035472, -1.432635], [2.777542, 1.438822, 0.217875], [2.943716, -0.247414, 0.704391], [5.108889, 1.513234, -0.529138], [5.150673, 0.763713, 1.061756], [6.330083, -0.415253, -1.108079], [5.544776, -1.413447, 0.143509], [1.950807, -0.389193, -1.524231], [3.082155, 0.843964, -2.152681], [8.096080, -3.615944, -3.120639], [9.432392, -4.309405, -2.823184], [10.295047, -3.321302, -2.026138], [9.147362, -2.261937, -1.137498], [9.271896, -0.916905, -1.640760], [9.221316, -2.547418, 0.275134], [7.657459, -2.983398, -1.806116], [7.349818, -4.314550, -3.494899], [8.241351, -2.841108, -3.876417], [9.252165, -5.205532, -2.225522], [9.937140, -4.621987, -3.736334], [10.939034, -3.826057, -1.310266], [10.892770, -2.689524, -2.680561], [6.905311, -2.210786, -1.927715], [7.311006, -3.738832, -1.100522], [6.512595, -1.307906, 4.859198], [6.097310, -2.515097, 4.008918], [4.564837, -2.590338, 4.036683], [3.984909, -0.908071, 4.284426], [3.327869, -0.827013, 5.563580], [3.348594, -0.438668, 3.077992], [5.605099, -0.161665, 4.424966], [7.563514, -1.058551, 4.720993], [6.353885, -1.528379, 5.917291], [6.441687, -2.372072, 2.982194], [6.541334, -3.439197, 4.375698], [4.157878, -2.971965, 3.103056], [4.206181, -3.191415, 4.870192], [5.568285, 0.657993, 5.138790], [5.885031, 0.210757, 3.439436]],
  "atomic_forces_ev_per_a": [[0.5, -0.1, 0.5], [-0.2, -0.4, 0.7], [0.4, -0.2, -0.1], [0.0, 0.2, 0.6], [1.2, -0.2, 0.9], [-0.1, 0.9, -0.7], [0.0, -0.7, -0.2], [-0.1, 0.2, 1.1], [0.0, 0.0, -0.4], [0.1, -0.2, -0.4], [0.0, 0.2, 0.0], [1.3, 0.2, -0.2], [-0.6, -1.6, -2.1], [0.1, -0.5, 0.8], [-0.6, 1.3, 0.4], [-0.4, 0.4, -1.2], [0.2, -0.3, -0.4], [-1.4, 0.5, 0.3], [-1.4, 0.5, 0.2], [0.9, 0.0, 0.7], [0.1, -1.0, -1.0], [-1.6, 1.1, 0.1], [-0.3, 0.0, 0.3], [-0.6, -0.8, -1.4], [-0.2, 0.4, 0.4], [0.6, 0.2, 0.4], [0.5, 0.3, 0.3], [1.1, -0.8, -0.9], [0.2, 0.0, 1.1], [-0.2, 0.2, 0.0], [0.0, 0.0, -0.1], [-0.3, 0.1, -0.4], [0.0, 0.2, -0.1], [0.0, 0.1, -0.4], [0.0, 0.0, 0.1], [0.1, -0.1, 0.2], [0.1, 0.0, 0.2], [0.0, 0.3, 0.0], [0.0, 0.1, 0.0], [0.1, 0.1, 0.1], [0.4, -0.2, 0.1], [0.0, -0.1, 0.5], [0.1, -0.1, -0.2], [0.2, 0.1, 0.0], [0.1, -0.1, 0.1], [0.0, 0.0, 0.0], [-0.2, -0.1, 0.2], [-0.1, 0.1, 0.2], [-0.2, 0.0, 0.0], [0.2, 0.1, -0.2], [-0.1, 0.0, 0.1], [0.1, 0.0, 0.0], [-0.2, 0.2, -0.3], [0.1, 0.0, -0.2], [0.0, 0.0, 0.0], [0.0, -0.1, 0.3], [0.0, 0.0, -0.4], [0.0, 0.0, 0.0], [0.0, 0.0, 0.0], [0.0, 0.0, 0.0], [0.0, 0.0, 0.0], [0.0, -0.1, 0.1], [0.1, -0.1, 0.1], [0.0, 0.0, 0.2], [0.0, 0.0, 0.1], [0.0, -0.1, 0.1], [-0.1, 0.1, 0.0], [0.2, 0.2, 0.3], [-0.2, 0.5, 0.2], [0.2, -0.1, -0.2], [0.1, -0.3, 0.0], [-0.2, 0.3, 0.1], [0.0, 0.0, 0.0], [0.0, 0.0, 0.0], [0.0, 0.0, 0.0], [0.0, 0.0, 0.0], [0.0, 0.0, -0.1], [-0.1, -0.1, -0.1], [0.1, -0.1, -0.1], [0.1, -0.1, -0.1], [0.2, 0.0, 0.0], [-0.1, 0.0, 0.0], [0.2, -0.3, -0.2], [-0.1, -0.3, -0.1], [0.0, 0.1, 0.2], [0.0, 0.3, 0.1], [-0.2, -0.2, -0.2], [0.0, 0.0, 0.0], [-0.1, 0.0, 0.0], [0.0, 0.0, 0.0], [0.0, 0.0, 0.0], [0.0, 0.1, 0.1], [-0.1, 0.1, 0.1], [0.1, 0.0, 0.0], [0.0, 0.0, 0.0], [-0.1, -0.1, 0.0], [0.0, 0.1, 0.0], [0.3, -0.3, -0.1], [0.3, -0.1, -0.1], [-0.2, 0.1, -0.1], [-0.2, 0.1, 0.1], [0.3, 0.0, 0.1], [0.0, 0.0, 0.0], [0.0, 0.0, 0.0], [0.0, 0.0, 0.0], [0.0, 0.0, 0.0], [-0.1, 0.1, 0.0], [-0.1, 0.1, 0.0], [-0.2, 0.0, 0.0], [-0.1, 0.0, 0.0]],
  "charge": 0,
  "orbital_gap_ev": 7.14,
  "e_homo_ev": -7.130,
  "smiles": "CCOc1c(CCC(F)(F)F)c(P(N)O)c(S)c2c1C(=O)N(CC(N)(N)N)C2=O.O=S1(=O)CCCC1.O=S1(=O)CCCC1.O=S1(=O)CCCC1.O=S1(=O)CCCC1",
  "e_lumo_ev": 0.0,
  "fmax_ha_per_bohr": 0.054
}